# 1
Below is a 2-piece molecular cluster, C6H8F2NO5 overall, with properties calculated with ωB97M-V with the def2-TZVPD basis set.

As for the multiplicity: 1. As for the charge: -1. The total energy is -864.080152 a.u.

Geometry as XYZ:
```
22
C6H8F2NO5 ωB97M-V with the def2-TZVPD basis set
F 0.56113 2.05591 1.42054
F -0.34428 0.64239 3.22120
O -1.61259 -2.16839 0.87290
O 0.72390 1.09955 -1.63194
O -1.36251 1.51672 0.43573
O 2.46775 0.60577 -0.30191
O 1.04494 -1.00504 -0.89949
N -0.34841 -1.01012 -0.58324
C -1.10026 -1.54707 -1.69537
C 0.41326 2.31431 -0.92339
C -0.25805 1.93647 0.39806
C 0.30575 -1.08080 1.81242
C -0.61777 -1.49965 0.71438
C 1.49633 0.27442 -0.89963
H 1.32552 2.89456 -0.78831
H 0.93614 -1.93530 2.07012
H -0.31659 2.86695 -1.50896
H -1.00488 -0.85372 -2.53301
H -0.33193 -0.80304 2.65568
H -0.73018 -2.52547 -2.01415
H 0.89683 -0.20243 1.57864
H -2.14408 -1.57602 -1.40026
```

natural (NBO) population analysis, charges in e, atoms 1 to 5: atom 1 (F): -0.28, atom 2 (F): -0.92, atom 3 (O): -0.62, atom 4 (O): -0.52, atom 5 (O): -0.49

***

# 2
Below is one molecule with the formula C6H8, with properties calculated with ωB97M-V with the def2-TZVPD basis set.

As for the multiplicity: 1. As for the charge: 0. The total energy is -233.261446 a.u.

Geometry as XYZ:
```
14
C6H8 ωB97M-V with the def2-TZVPD basis set
C -0.66585 1.10213 -0.03928
C -1.25765 -0.26681 -0.37625
C 0.04037 -0.97689 -0.12802
C 1.12113 -0.11495 -0.67751
C 0.51111 -0.58382 1.23917
C 0.59199 1.19841 -0.59600
H -2.05488 -0.62660 0.27697
H -1.60002 -0.28000 -1.42364
H 0.41188 -1.31929 2.03015
H 1.12961 2.12191 -0.78118
H 0.83675 0.37608 1.57096
H 2.01707 -0.44845 -1.18836
H 0.15351 -2.05227 -0.28841
H -1.19202 1.88828 0.48850
```

natural (NBO) population analysis, charges in e, atoms 1 to 5: atom 1 (C): -0.13, atom 2 (C): -0.43, atom 3 (C): -0.32, atom 4 (C): -0.15, atom 5 (C): -0.37

***

# 3
Below is a 3-piece molecular cluster, C18H42 overall, with properties calculated with ωB97M-V with the def2-TZVPD basis set.

As for the multiplicity: 1. The SMILES is CCCCCC.CCCCCC.CCCCCC. As for the charge: 0. The total energy is -710.715124 a.u.

Geometry as XYZ:
```
60
C18H42 ωB97M-V with the def2-TZVPD basis set
C -106.76337 -39.24441 48.20319
C -105.37052 -37.91160 52.93567
C -108.67078 -42.88171 50.90244
C -110.33944 -45.89600 46.81971
C -104.90885 -44.21033 45.36868
C -108.98893 -45.19674 46.66776
C -106.95319 -43.39355 52.65683
C -104.95881 -38.11904 51.58237
C -105.82716 -45.31221 45.78693
C -108.26417 -39.17672 48.51739
C -106.05107 -38.63881 50.67655
C -111.89957 -42.43444 49.02705
C -105.85582 -38.46100 49.16978
C -106.54743 -44.78728 47.13331
C -107.79064 -45.65075 47.43017
C -109.74337 -43.38222 50.11967
C -107.85799 -43.98915 51.54012
C -110.53545 -42.16950 49.59142
H -106.43881 -42.61849 52.12328
H -104.19138 -38.84952 51.32986
H -109.05296 -42.15644 51.75446
H -106.90233 -38.13044 50.78064
H -110.53603 -41.19043 50.17284
H -112.30445 -41.48024 48.45507
H -107.58565 -46.74130 47.44348
H -104.39778 -37.62943 53.29532
H -108.18971 -39.49556 49.50300
H -106.74405 -43.64441 47.15770
H -104.26634 -44.03491 46.04559
H -106.59744 -40.33561 48.59294
H -108.86548 -39.85501 47.93600
H -111.00940 -45.43718 46.13328
H -106.08848 -39.64844 50.82682
H -105.36688 -43.29397 45.15620
H -111.85413 -43.22957 48.19013
H -104.35981 -37.18200 51.15157
H -107.20369 -44.28734 50.80560
H -110.78901 -45.92708 47.74038
H -104.98250 -38.89228 48.73299
H -108.49527 -44.79402 51.94689
H -107.64098 -42.76532 53.53706
H -105.58424 -38.87055 53.61236
H -110.59939 -44.07586 50.65489
H -104.50836 -44.31426 44.38221
H -106.60820 -45.44946 44.86487
H -108.80030 -45.26353 45.69747
H -105.79067 -44.88329 47.95449
H -105.99518 -37.34021 49.01016
H -112.57650 -42.69389 49.83289
H -109.10837 -44.09939 46.83859
H -105.68076 -46.27026 46.01028
H -108.15055 -45.59187 48.57431
H -109.56199 -44.09935 49.26366
H -106.21238 -37.21803 53.08977
H -108.26753 -42.17079 50.28760
H -110.24041 -47.01772 46.64426
H -106.70156 -39.07689 47.01669
H -110.01962 -41.85233 48.59422
H -106.11123 -44.00078 52.81755
H -108.67969 -38.37897 48.33308
```

natural (NBO) population analysis, charges in e, atoms 1 to 5: atom 1 (C): -0.37, atom 2 (C): -0.62, atom 3 (C): -0.40, atom 4 (C): -0.60, atom 5 (C): -0.60

***

# 4
Below is a 3-piece molecular cluster, C19H29N3O4P overall, with properties calculated with ωB97M-V with the def2-TZVPD basis set.

As for the multiplicity: 1. As for the charge: -1. The total energy is -1547.709509 a.u.

Geometry as XYZ:
```
56
C19H29N3O4P ωB97M-V with the def2-TZVPD basis set
P -3.46153 2.40147 -1.24714
O 0.11200 0.63762 -1.72877
O -0.40359 3.58658 -2.45508
O -1.44645 2.60356 -4.41257
O -2.29482 0.40278 -2.94814
N 0.80680 0.04860 2.55287
N 2.78729 -3.35383 -0.54822
N -0.91776 1.11693 -0.96064
C 2.01069 -0.55575 2.65660
C -4.31449 1.40784 0.14489
C -2.58411 -1.62395 -1.29439
C 5.08927 -3.56204 -1.24454
C 3.09224 -4.10558 0.53217
C 3.79415 -3.09874 -1.41170
C 4.35718 -4.61041 0.78750
C 0.54609 1.03422 3.43889
C -1.20126 2.63899 -2.95270
C 2.66494 0.80023 4.50374
C -3.22825 -0.59654 -2.44728
C -5.92997 1.32385 -0.28018
C -2.79302 3.98901 -0.33630
C 1.43401 1.44294 4.42096
C 2.96214 -0.22008 3.60644
C 5.37269 -4.33204 -0.12120
C 2.39133 1.16586 -0.82262
C -1.97886 1.48190 -2.02114
C 1.15646 0.05279 -0.86809
H -3.72441 4.35859 0.31270
H -1.62948 -2.11293 -1.76447
H 3.38632 1.09206 5.26144
H 4.54588 -5.20653 1.67311
H 0.67524 -0.06415 0.20601
H -1.95557 3.71432 0.46800
H -3.44926 -1.32739 -3.36786
H -4.29488 -0.19483 -2.13714
H 1.17235 2.24219 5.10506
H 3.52382 -2.49073 -2.27051
H -6.09420 0.66991 -1.25790
H 2.12295 1.90191 0.04965
H -6.62152 1.01542 0.61265
H -2.45948 4.82853 -1.07984
H 3.37316 0.54861 -0.66288
H 3.91198 -0.74119 3.64535
H 1.51925 -1.01689 -1.23641
H 2.26556 -4.29798 1.20985
H -4.28119 1.93327 1.20124
H -0.62100 1.96168 -0.42512
H 2.35780 1.77862 -1.82007
H 6.37670 -4.71167 0.04459
H -6.21876 2.43110 -0.59618
H -2.25941 -1.06423 -0.31736
H -0.42883 1.50246 3.33597
H 5.85846 -3.32792 -1.97173
H 2.19674 -1.34315 1.93200
H -3.36222 -2.45560 -0.96005
H -3.90916 0.30033 0.26658
```

natural (NBO) population analysis, charges in e, atoms 1 to 5: atom 1 (P): 0.73, atom 2 (O): -0.42, atom 3 (O): -0.76, atom 4 (O): -0.80, atom 5 (O): -0.50